Entry 1:
DFT (ωB97M-V with the def2-TZVPD basis set) results for C52H38BrCrN9OS2 as an isolated structure.

The HOMO-LUMO gap (spin up / spin down) is 5.196 / 5.284 eV. Its expectation value of S² is 6.430. Its spin multiplicity is 5. The HOMO energy (spin up / spin down) comes out at -6.447 / -6.617 eV.

Each line ends with the Löwdin charge.
Geometry (Å):
Cr 1.122 0.692 -1.010  0.928
S 4.227 -0.267 3.688  1.066
C 5.193 -0.910 4.937  -0.417
C 5.566 -2.193 4.669  -0.189
C 5.061 -2.655 3.429  -0.127
C 4.311 -1.719 2.765  -0.467
C 3.673 -1.823 1.448  -0.169
C 2.670 -0.764 1.052  -0.240
N 2.499 -0.634 -0.388  -0.025
C 2.574 -1.790 -1.083  -0.197
C 3.325 -2.899 -0.698  -0.141
C 3.420 -4.008 -1.565  -0.027
C 2.713 -4.090 -2.733  -0.043
C 1.788 -3.061 -3.048  -0.146
C 0.867 -3.112 -4.114  0.031
C -0.104 -2.152 -4.241  -0.192
C -0.146 -1.119 -3.273  -0.066
N 0.740 -0.999 -2.319  0.077
C 1.720 -1.936 -2.209  -0.140
C -1.111 -2.157 -5.310  -0.483
C -1.910 -1.124 -5.714  -0.121
C -2.770 -1.471 -6.789  -0.182
C -2.607 -2.762 -7.184  -0.416
S -1.416 -3.560 -6.255  1.054
C 3.968 -2.817 0.597  0.031
H 5.427 -0.314 5.803  0.062
H 6.174 -2.790 5.333  0.100
H 5.243 -3.649 3.048  0.106
H 3.001 0.203 1.451  0.119
H 4.067 -4.828 -1.274  0.113
H 2.799 -4.950 -3.383  0.106
H 0.922 -3.938 -4.815  0.110
H -0.955 -0.404 -3.274  0.112
H -1.877 -0.138 -5.273  0.104
H -3.472 -0.789 -7.245  0.102
H -3.122 -3.287 -7.971  0.064
H 4.683 -3.586 0.867  0.117
C -1.618 2.213 -1.763  -0.152
N -0.319 1.725 -2.189  -0.079
C 0.142 2.066 -3.350  -0.098
C 1.487 1.760 -3.660  -0.321
C 2.279 1.872 -4.806  -0.039
C 3.542 1.401 -4.445  -0.083
C 3.463 1.027 -3.098  -0.132
N 2.234 1.248 -2.621  -0.044
C -1.663 3.668 -1.334  -0.203
C -2.835 4.128 -0.736  -0.046
C -2.953 5.443 -0.322  -0.085
C -1.895 6.325 -0.504  -0.095
C -0.728 5.875 -1.100  -0.087
C -0.610 4.552 -1.511  -0.050
H -1.949 1.589 -0.929  0.105
H -2.358 2.063 -2.562  0.131
H -0.490 2.597 -4.064  0.150
H 1.965 2.242 -5.769  0.100
H 4.417 1.339 -5.071  0.088
H 4.234 0.615 -2.464  0.112
H -3.663 3.441 -0.591  0.115
H -3.871 5.782 0.141  0.101
H -1.982 7.355 -0.183  0.100
H 0.103 6.554 -1.245  0.107
H 0.319 4.212 -1.949  0.108
Br -6.087 -1.078 4.790  0.738
C -4.466 -0.161 5.107  -0.699
C -4.139 0.936 4.321  -0.137
C -2.944 1.597 4.531  -0.012
C -2.065 1.155 5.534  -0.283
C -2.429 0.067 6.338  -0.015
C -3.621 -0.593 6.122  -0.121
N -0.813 1.703 5.749  0.082
N -0.464 2.685 4.968  0.080
C 0.038 2.533 3.765  -0.235
C 0.193 3.793 3.044  0.026
C 0.522 3.835 1.742  0.032
C 0.724 2.584 1.053  -0.267
O 1.161 2.513 -0.125  -0.036
C 0.488 1.325 1.734  -0.205
N 0.577 0.259 0.928  -0.026
C 1.177 -0.936 1.529  -0.238
C 0.882 -1.048 2.993  -0.017
C 0.453 -0.020 3.733  -0.029
C 0.322 1.291 3.117  -0.080
H -4.824 1.269 3.551  0.103
H -2.686 2.454 3.927  0.112
H -1.747 -0.254 7.114  0.117
H -3.897 -1.442 6.733  0.103
H 0.002 4.694 3.612  0.119
H 0.642 4.760 1.195  0.115
H 0.796 -1.819 1.006  0.141
H 1.056 -2.012 3.456  0.118
H 0.294 -0.140 4.794  0.099
N -2.461 -0.389 0.931  0.144
C -2.533 -1.666 0.419  -0.379
C -3.581 -2.535 0.760  -0.026
C -3.612 -3.781 0.177  -0.082
C -2.614 -4.148 -0.723  -0.080
C -1.622 -3.223 -0.984  -0.137
N -1.570 -2.010 -0.436  0.120
H -2.969 -0.212 1.782  0.078
H -1.525 0.000 0.899  0.049
H -4.339 -2.226 1.468  0.102
H -4.409 -4.472 0.425  0.105
H -2.604 -5.118 -1.199  0.096
H -0.814 -3.463 -1.669  0.099

=====

Entry 2:
DFT (ωB97M-V with the def2-TZVPD basis set) results for C52H40BrN6O4PSV as an isolated structure.

The HOMO-LUMO gap (spin up / spin down) is 7.438 / 7.185 eV. For the energy above the lowest of the compared OMol25 structures with the same formula, charge and spin, the calculation gives 0.0 kcal per mole. Its expectation value of S² is 2.013. Its spin multiplicity is 3. Its total charge is +1. The HOMO energy (spin up / spin down) comes out at -10.168 / -10.195 eV.

Each line ends with the Löwdin charge.
Geometry (Å):
V -0.095 1.373 0.298  1.034
C 0.032 3.090 8.003  -0.040
C 0.450 2.877 6.578  -0.251
C 0.300 1.632 5.973  -0.012
C 0.642 1.433 4.648  -0.049
C 1.163 2.492 3.917  -0.272
C 1.365 3.732 4.511  -0.042
C 0.990 3.920 5.828  -0.020
S 1.726 2.213 2.280  0.669
O 1.364 0.816 1.925  -0.394
O 3.099 2.618 2.230  -0.251
N 0.833 2.914 1.146  -0.212
C 0.327 4.204 1.012  -0.228
C 0.868 5.380 1.460  0.001
C 0.206 6.604 1.203  -0.049
C -0.963 6.648 0.500  -0.024
C -1.528 5.448 -0.001  -0.138
C -2.743 5.381 -0.716  0.022
C -3.222 4.171 -1.137  -0.018
C -2.474 3.012 -0.869  -0.079
N -1.333 3.040 -0.218  0.043
C -0.866 4.236 0.246  -0.136
H 0.207 2.197 8.602  0.083
H -1.034 3.319 8.057  0.091
H 0.571 3.921 8.456  0.081
H -0.095 0.802 6.547  0.122
H 0.512 0.466 4.187  0.107
H 1.834 4.540 3.968  0.099
H 1.140 4.889 6.289  0.119
H 1.809 5.382 1.994  0.109
H 0.647 7.518 1.578  0.114
H -1.469 7.587 0.315  0.119
H -3.293 6.293 -0.916  0.128
H -4.156 4.083 -1.672  0.115
H -2.820 2.039 -1.195  0.120
O -1.515 1.537 2.861  0.086
C -1.663 0.482 2.274  -0.570
O -1.647 0.421 0.950  -0.197
C -1.815 -0.839 2.954  -0.144
C -2.574 -0.856 4.121  -0.012
C -2.764 -2.036 4.820  -0.057
C -2.164 -3.201 4.363  -0.056
C -1.376 -3.174 3.223  -0.069
C -1.185 -2.002 2.492  -0.274
P -0.024 -2.034 1.054  1.126
C 1.306 -3.117 1.667  -0.386
C 2.343 -2.474 2.346  -0.108
C 3.414 -3.201 2.841  -0.081
C 3.471 -4.574 2.644  -0.080
C 2.453 -5.218 1.956  -0.073
C 1.374 -4.493 1.471  -0.104
C -0.903 -3.075 -0.155  -0.387
C -2.286 -3.236 -0.158  -0.085
C -2.913 -3.914 -1.197  -0.074
C -2.167 -4.452 -2.234  -0.086
C -0.784 -4.304 -2.236  -0.077
C -0.160 -3.610 -1.214  -0.120
H -3.014 0.071 4.466  0.125
H -3.370 -2.047 5.716  0.110
H -2.297 -4.130 4.901  0.111
H -0.885 -4.085 2.905  0.105
H 2.312 -1.398 2.477  0.086
H 4.211 -2.694 3.371  0.108
H 4.311 -5.141 3.023  0.107
H 2.496 -6.288 1.797  0.108
H 0.585 -5.007 0.935  0.105
H -2.879 -2.836 0.656  0.108
H -3.990 -4.031 -1.185  0.108
H -2.655 -4.984 -3.040  0.108
H -0.195 -4.719 -3.044  0.110
H 0.919 -3.493 -1.228  0.077
Br 3.959 -2.622 -1.060  0.820
C 3.759 -0.755 -0.929  -0.644
C 4.857 0.086 -0.841  -0.078
C 4.628 1.445 -0.713  -0.026
C 3.322 1.905 -0.650  -0.134
N 2.272 1.093 -0.739  0.011
C 2.489 -0.213 -0.890  -0.192
H 5.861 -0.315 -0.861  0.114
H 5.449 2.142 -0.628  0.119
H 3.109 2.955 -0.498  0.115
H 1.617 -0.855 -0.949  0.068
N -0.134 -0.594 -6.686  0.171
C -0.524 -1.441 -7.703  -0.187
C -0.145 -1.537 -9.040  -0.017
C -0.758 -2.527 -9.778  -0.081
C -1.713 -3.392 -9.212  -0.082
C -2.082 -3.290 -7.890  -0.010
C -1.471 -2.295 -7.124  -0.220
N -1.644 -1.975 -5.789  0.190
C -0.840 -0.971 -5.572  -0.282
C -0.698 -0.325 -4.265  -0.100
C 0.100 0.801 -4.053  0.023
C 0.232 1.305 -2.778  -0.107
N -0.397 0.766 -1.724  -0.042
C -1.220 -0.268 -1.938  -0.101
C -1.383 -0.852 -3.176  0.035
H 0.561 0.127 -6.750  0.152
H 0.587 -0.874 -9.480  0.111
H -0.499 -2.643 -10.823  0.106
H -2.165 -4.150 -9.838  0.105
H -2.816 -3.951 -7.451  0.114
H 0.631 1.296 -4.854  0.114
H 0.869 2.154 -2.577  0.118
H -1.751 -0.642 -1.074  0.094
H -2.027 -1.711 -3.289  0.114

=====

Among the records above, which one has the lowest spin multiplicity? C52H40BrN6O4PSV

=====

Which formula does entry 2 have? C52H40BrN6O4PSV